1.
The following is a DFT calculation (wB97M-V/def2-TZVPD) of a cluster of 2 separate species, C6H12O in total.

```
19
Properties=species:S:1:pos:R:3:forces:R:3
C 3.165026 1.085708 0.054205 0.032 0.026 0.017
C 1.917570 0.252070 -0.163785 0.318 -0.035 -0.280
O 1.043738 0.519844 0.911675 -0.161 -0.046 0.066
C -1.373814 -1.013403 -0.048108 0.167 -0.305 -0.013
C -2.321988 -0.707579 1.072168 -0.064 0.024 0.221
C -2.782010 -0.667652 -0.344985 -0.215 -0.079 -0.142
C -1.687541 0.165916 -0.918414 0.011 0.222 -0.160
H 3.618409 0.824538 1.015608 -0.028 0.035 -0.142
H 2.897270 2.146341 0.084073 0.073 -0.123 -0.028
H 3.901720 0.924827 -0.740012 -0.127 0.014 0.106
H 2.182977 -0.817798 -0.207760 -0.068 0.157 0.059
H 1.454027 0.507415 -1.131941 0.030 -0.002 0.194
H -0.834340 -1.925670 -0.265423 -0.134 0.165 -0.014
H -2.201600 0.229198 1.625321 -0.031 -0.157 -0.140
H -2.656022 -1.549140 1.676844 0.059 0.132 -0.106
H -3.525420 -1.268221 -0.852467 0.150 0.132 0.135
H -1.491550 0.065976 -1.985305 -0.041 -0.020 0.190
H -1.520077 1.171506 -0.519376 -0.024 -0.201 -0.060
H 0.213620 0.056119 0.737677 0.052 0.060 0.099
```
Forces are in eV/Å.

Calculated values
Energy above the lowest of the compared OMol25 structures with the same formula, charge and spin, kJ/mol: 269.1

=====

2.
The following is a DFT calculation (wB97M-V/def2-TZVPD) of a structure of composition C12H30ClCuN2O8 in a non-equilibrium geometry.

```
54
Properties=species:S:1:pos:R:3:forces:R:3
Cu -21.264362 5.709228 -5.992079 0.270 0.099 -0.701
Cl -19.741382 4.188946 -9.231420 -0.592 -0.982 -2.878
O -20.373377 3.027246 -9.782884 -0.954 -0.789 0.866
O -19.554452 5.032038 -10.397483 0.320 1.146 1.283
O -20.518851 4.801997 -8.192648 -1.531 1.074 0.561
O -18.539601 3.814042 -8.612484 2.603 -0.315 0.721
C -18.036176 7.641196 -1.948944 0.223 -0.378 -0.470
O -19.192286 8.332242 -2.371927 0.235 0.597 -0.154
C -19.698990 7.841533 -3.593578 0.002 0.491 -1.233
C -18.760670 7.919868 -4.835440 -0.325 -1.109 -0.062
N -19.465070 7.545224 -6.151536 -0.503 1.178 2.917
C -20.249710 8.762620 -6.588515 0.783 -1.749 -0.872
C -20.946154 8.348938 -7.901552 -0.682 0.323 1.211
O -21.926175 7.324506 -7.667650 1.244 0.120 1.814
C -22.880864 7.259026 -8.657105 -0.447 0.673 -1.282
H -17.283451 7.639545 -2.737291 0.131 -0.079 -0.048
H -18.307482 6.607647 -1.733822 0.145 -0.241 0.178
H -17.543986 8.089943 -1.086118 -0.604 0.233 0.083
H -20.543388 8.467929 -3.881176 -0.243 -0.100 0.578
H -20.017403 6.805184 -3.480859 -0.149 -0.238 -0.052
H -17.969659 7.196060 -4.639219 0.142 -0.036 -0.510
H -18.297769 8.899589 -4.953641 -0.037 0.248 0.255
H -18.679466 7.504693 -6.785009 -0.130 -0.477 -0.498
H -19.478978 9.522589 -6.717078 -0.331 0.519 -0.612
H -20.959734 9.175271 -5.871792 -0.040 -0.629 0.223
H -20.201179 7.973757 -8.603225 -0.136 0.284 -0.406
H -21.527231 9.226462 -8.185093 0.348 0.171 -0.864
H -23.325740 8.243332 -8.803128 -0.222 0.350 0.015
H -23.715671 6.600108 -8.418282 0.473 -0.338 0.155
H -22.406881 7.018067 -9.608616 -0.191 -0.509 -0.184
C -23.397743 7.508439 -3.858905 0.500 0.169 -0.366
O -23.263870 6.806922 -5.160737 -0.127 0.210 1.953
C -24.183210 5.729320 -5.363589 -1.573 0.089 1.446
C -23.786257 4.362058 -4.801540 0.878 -0.420 -0.445
N -22.830405 3.758106 -5.735231 0.512 3.335 0.362
C -21.915050 2.850676 -5.153934 1.115 -2.769 0.632
C -20.864729 3.337430 -3.998220 -2.933 0.436 -0.336
O -19.939146 4.314973 -4.434355 -0.600 -1.841 0.577
C -18.773995 3.653324 -4.913156 1.456 1.853 -1.544
H -24.353928 7.971989 -3.616117 -0.592 -0.433 -0.850
H -22.719910 8.361786 -3.837803 0.231 -0.214 -0.601
H -23.138333 6.964230 -2.950804 0.170 -0.848 -0.370
H -24.449233 5.728185 -6.420630 0.435 -0.337 -0.052
H -25.116764 5.944450 -4.843671 -0.271 0.531 0.025
H -24.546385 3.589436 -4.685999 -1.150 0.616 -0.121
H -23.408777 4.384572 -3.779235 0.449 0.658 -0.104
H -23.459570 3.368243 -6.422445 0.986 -0.439 -0.614
H -21.455919 2.289983 -5.968138 0.986 0.670 -0.198
H -22.548085 2.012890 -4.861574 0.182 -0.453 1.657
H -20.469822 2.591100 -3.308923 0.876 -1.032 -1.281
H -21.442029 3.744165 -3.167923 -0.642 1.150 -0.403
H -18.864625 3.236211 -5.916106 -0.566 -0.234 0.005
H -18.219058 2.953875 -4.287912 -0.726 0.007 0.678
H -18.140660 4.526384 -5.070464 0.603 -0.242 -0.085
```
Forces are in eV/Å.

Calculated values
Energy above the lowest of the compared OMol25 structures with the same formula, charge and spin, kJ/mol: 223.8

=====

3.
The following is a DFT calculation (wB97M-V/def2-TZVPD) of a structure of composition H18KrO9.

```
28
Properties=species:S:1:pos:R:3:forces:R:3
Kr -0.824986 -0.057247 0.266867 -0.069 0.014 0.024
O 2.304764 0.293443 1.689787 -0.077 -0.540 0.168
H 2.303194 0.425873 0.741797 -0.228 0.318 -0.525
H 3.165974 0.600093 1.973517 0.253 0.186 0.302
O -4.447506 -0.463787 1.425227 -0.058 0.257 0.371
H -4.303726 -0.962267 0.620817 0.295 -0.436 -0.304
H -5.263706 0.011663 1.270277 -0.170 0.195 0.082
O -0.319946 3.704063 -0.196213 -0.442 0.376 -0.153
H -0.224466 3.333213 0.681047 0.247 -0.105 0.410
H 0.328194 3.238993 -0.725223 0.213 -0.205 -0.413
O 1.178114 2.096203 -2.223733 -0.383 0.257 -0.017
H 1.672434 2.408973 -2.981393 0.063 0.162 -0.172
H 1.708664 1.382893 -1.868853 0.363 -0.284 0.184
O 0.651964 2.439193 2.275137 -0.297 0.580 0.094
H 1.006284 1.580903 2.042687 0.376 -0.440 -0.006
H -0.133956 2.244153 2.785547 -0.237 0.023 0.218
O 2.710074 -0.091267 -1.226273 0.113 0.343 0.197
H 1.954354 -0.677487 -1.264343 -0.586 -0.545 -0.353
H 3.226144 -0.412697 -0.486963 0.476 -0.291 -0.086
O 1.802204 -3.049607 1.792987 0.157 -0.299 -0.189
H 1.032324 -3.004087 2.359947 -0.204 0.008 0.143
H 1.977024 -2.139837 1.552167 0.033 0.404 0.095
O 0.305284 -1.860677 -2.292813 0.266 0.128 0.122
H 0.430114 -2.809607 -2.279593 0.093 -0.301 0.060
H -0.525446 -1.734267 -2.751223 -0.147 0.189 -0.128
O -3.766956 -2.300137 -0.720463 0.039 0.012 0.204
H -4.648966 -2.403347 -1.077713 -0.303 -0.181 -0.149
H -3.297446 -1.793347 -1.383003 0.213 0.175 -0.176
```
Forces are in eV/Å.

Calculated values
Energy above the lowest of the compared OMol25 structures with the same formula, charge and spin, kJ/mol: 56.5

=====

4.
The following is a DFT calculation (wB97M-V/def2-TZVPD) of the molecule C11H18N2O2 in a non-equilibrium geometry.

```
33
Properties=species:S:1:pos:R:3:forces:R:3
C 1.944980 1.278458 1.096395 2.511 -0.667 1.074
C 2.101369 1.915630 -0.098152 0.442 -0.868 2.141
C -0.086016 1.959246 -1.567181 1.203 1.490 -0.661
C -1.851137 -2.158762 -0.624409 1.122 0.271 1.771
C -0.381238 -2.533248 -0.542600 1.158 2.168 2.247
C -2.314444 -1.566394 0.757741 0.696 -1.490 -1.786
C 0.451845 -1.236433 -0.130455 -2.877 -2.139 3.257
C -1.585416 -0.297316 1.027700 1.168 2.343 1.040
C 0.008275 -0.424476 1.116833 -0.863 -1.877 -0.861
C 0.452246 2.838260 -2.738947 1.552 1.503 1.545
C 0.426761 -1.088434 2.453144 -4.290 2.882 0.503
N 0.626321 0.915345 0.979423 -2.826 1.998 -2.165
N 0.800562 1.644599 -0.533118 -1.404 -1.294 0.660
O -1.254137 1.698225 -1.566278 -0.933 -0.873 0.450
O 3.033730 2.680151 -0.694146 -1.792 -0.871 -2.147
H 2.448897 0.972175 2.053345 0.037 0.775 -1.508
H -2.022575 -1.415719 -1.382759 -0.163 0.159 -0.568
H -2.316225 -3.083163 -0.817502 -1.368 -0.862 -0.510
H -0.187035 -3.379080 0.158427 -0.099 0.361 -0.857
H 0.110702 -2.541602 -1.474174 0.055 -1.698 -1.523
H -3.382833 -1.316535 0.584977 0.420 -0.593 1.039
H -1.999047 -2.347024 1.510797 -1.245 0.714 -0.341
H 1.464859 -1.407498 -0.166232 2.471 -0.416 0.153
H 0.183771 -0.640636 -0.884023 -0.581 2.565 -3.179
H -1.602997 0.366608 0.110336 -1.091 -0.225 1.373
H -2.080287 0.140936 2.034361 1.484 -0.288 -2.368
H 0.901685 3.763122 -2.298008 -0.433 -0.515 0.206
H -0.252928 3.262668 -3.443023 -0.705 -0.800 0.170
H 1.330330 2.517874 -3.269810 0.207 -0.988 -0.261
H 1.204508 -1.691870 2.366902 3.688 -2.616 -0.437
H -0.411024 -1.665165 2.970959 0.900 0.855 -0.970
H 0.652032 -0.240078 3.082354 0.235 0.006 0.778
H 3.584466 3.080136 -0.072877 1.321 0.993 1.734
```
Forces are in eV/Å.

Calculated values
Energy above the lowest of the compared OMol25 structures with the same formula, charge and spin, kJ/mol: 705.8

=====

| no. | frontier orbital gap (eV) | HOMO (eV) | LUMO energy (eV) |
| --- | --- | --- | --- |
| 1 | 10.7688 | -9.663 | 1.1 |
| 2 | 8.6835 | -8.392 | 0.3 |
| 3 | 9.8806 | -9.994 | -0.1 |
| 4 | 8.0820 | -7.542 | 0.5 |